The following is a quantum chemistry calculation of a 6-piece molecular cluster, C5H25N2O5 overall in a non-equilibrium geometry, from OMol25.

Results
E in eV: -18802.3738
LUMO energy in eV: -2.4894
HOMO-LUMO gap in eV: 10.49

Geometry as ORCA input:
```
! wB97M-V def2-TZVPD RIJCOSX def2/J DEFGRID3
* xyz 1 1
C -3.116 -1.022 -0.330
C -1.833 -0.219 -0.357
C -0.776 -0.542 -1.422
C -0.060 -1.821 -1.097
C 1.168 -2.051 -2.054
N 2.125 -0.965 -2.022
N -1.195 -0.067 1.037
H -2.977 -1.987 0.142
H -3.915 -0.394 0.106
H -3.480 -1.350 -1.328
H -2.060 0.843 -0.601
H -1.423 -0.666 -2.312
H -0.116 0.297 -1.697
H 0.489 -1.826 -0.136
H -0.581 -2.796 -1.098
H 0.891 -2.372 -3.057
H 1.616 -2.923 -1.560
H 1.850 -0.083 -2.453
H 3.019 -1.206 -2.429
H -1.197 -0.854 1.671
H -0.193 0.199 0.887
H -1.666 0.617 1.646
H 1.353 1.846 -0.056
H 1.770 0.262 -0.296
O 1.384 0.945 0.283
H -0.045 2.773 0.444
H 0.774 4.034 1.032
O -0.052 3.620 0.875
H 1.540 -1.061 1.949
H 1.948 -1.451 3.382
O 1.263 -1.583 2.714
H 0.030 -0.769 3.815
H -0.612 0.049 4.969
O -0.571 -0.028 4.021
H 0.899 4.500 -1.883
H 2.318 4.203 -1.375
O 1.429 3.847 -1.411
*
```

These are the natural (NBO) partial charges, in e, on atoms 1 to 4: -0.6523 -0.0267 -0.4384 -0.4328



The following is a quantum chemistry calculation of C5H25NO10 as an isolated structure in a non-equilibrium geometry, from OMol25.

Results
E in eV: -27555.1481
LUMO energy in eV: 0.3898
HOMO-LUMO gap in eV: 9.89

Geometry as ORCA input:
```
! wB97M-V def2-TZVPD RIJCOSX def2/J DEFGRID3
* xyz 0 1
C -0.292 1.817 -0.039
N 1.112 1.684 0.289
C 2.117 1.473 -0.582
O 3.204 1.091 -0.086
C -1.054 0.668 0.630
C -2.084 1.222 1.605
C -3.150 1.938 0.819
O -3.341 1.749 -0.362
H -0.620 2.785 0.357
H -0.509 1.885 -1.101
H 1.411 1.606 1.265
H 2.082 1.641 -1.655
H -0.398 -0.031 1.147
H -1.627 0.095 -0.108
H -1.624 1.892 2.338
H -2.555 0.392 2.158
H -4.022 2.390 1.339
H 2.871 0.585 3.444
H 3.243 1.307 2.169
O 2.510 1.201 2.797
H 3.198 -0.482 1.214
H 4.347 -1.091 0.505
O 3.825 -1.248 1.303
H -3.155 0.429 -1.663
H -2.612 -0.017 -3.047
O -2.866 -0.349 -2.173
H -1.265 -2.611 -0.619
H -1.584 -1.364 -1.599
O -0.899 -1.931 -1.183
H -0.350 -3.312 0.771
H -0.245 -3.765 2.123
O -0.868 -3.255 1.587
H -0.746 0.374 -3.977
H -0.594 0.970 -2.586
O -1.035 1.116 -3.433
H 0.005 -1.153 -1.473
H 1.274 -0.965 -2.243
O 0.720 -0.500 -1.604
H 1.144 -2.462 0.467
H 2.581 -2.671 0.841
O 1.853 -3.101 0.366
*
```

These are the natural (NBO) partial charges, in e, on atoms 1 to 4: -0.2083 -0.6180 0.5619 -0.7384



The following is a quantum chemistry calculation of a 8-piece molecular cluster, C5H25NO8 overall in a non-equilibrium geometry, from OMol25.

Results
E in eV: -23456.2832
SMILES: CCC[C@H](N)C=O.O.O.O.O.O.O.O
LUMO energy in eV: 0.1321
HOMO-LUMO gap in eV: 8.35

Geometry as ORCA input:
```
! wB97M-V def2-TZVPD RIJCOSX def2/J DEFGRID3
* xyz 0 1
C 0.364 1.190 4.115
C 0.945 1.356 2.711
C 0.004 2.144 1.633
C -0.580 1.020 0.682
N -1.697 1.322 -0.176
C -1.397 -0.088 1.688
O -2.473 0.172 2.131
H 0.811 0.402 4.853
H 0.327 2.220 4.738
H -0.673 0.933 4.263
H 1.450 0.332 2.225
H 1.960 1.670 2.815
H -0.603 2.795 2.371
H 0.503 2.656 0.819
H 0.100 0.603 -0.007
H -1.414 1.557 -1.124
H -2.550 1.770 0.236
H -0.689 -0.871 1.847
O 1.501 2.222 -1.818
H 1.819 2.332 -2.795
H 0.949 1.394 -1.940
O 0.686 -1.867 -2.645
H 1.499 -1.966 -2.329
H 0.398 -2.379 -1.806
O -1.196 -3.586 -0.124
H -1.447 -3.990 0.724
H -1.999 -3.138 -0.453
O 4.118 1.180 -2.291
H 4.270 1.603 -1.517
H 3.129 1.258 -2.471
O 2.161 -3.597 0.332
H 1.258 -3.550 -0.101
H 2.709 -4.145 -0.363
O -0.193 1.033 -3.633
H -1.016 1.480 -4.038
H -0.297 0.036 -3.615
O -3.055 -1.088 -0.174
H -3.786 -1.572 0.060
H -3.240 -0.170 -0.359
*
```

These are the natural (NBO) partial charges, in e, on atoms 1 to 4: -0.6492 -0.4354 -0.4450 -0.1188



The following is a quantum chemistry calculation of a 8-piece molecular cluster, C5H25NO8S overall in a non-equilibrium geometry, from OMol25.

Results
E in eV: -34295.6037
LUMO energy (alpha / beta) in eV: 2.8974 / 2.8915
HOMO-LUMO gap (alpha / beta) in eV: 3.36 / 6.82

Geometry as ORCA input:
```
! wB97M-V def2-TZVPD RIJCOSX def2/J DEFGRID3
* xyz -1 2
C -0.119 -1.239 -0.664
C 1.005 -2.197 -1.029
S 0.681 -3.252 -2.491
C -1.063 -1.918 0.331
N -0.628 -1.737 1.766
C -1.216 -0.484 2.340
C -0.212 0.616 2.357
O -0.350 1.633 3.139
H -0.715 -1.122 -1.565
H 0.233 -0.277 -0.319
H 1.971 -1.717 -1.232
H 1.381 -2.899 -0.282
H 0.011 -2.340 -3.224
H -1.227 -2.980 0.132
H -2.080 -1.509 0.288
H -0.949 -2.498 2.337
H -1.520 -0.703 3.389
H -2.193 -0.161 1.926
H 0.715 0.567 1.772
H -2.318 1.714 -1.172
H -3.387 0.636 -1.686
O -2.493 0.957 -1.776
H 0.904 2.282 1.137
H 0.569 3.593 1.592
O 0.456 3.067 0.788
H 1.093 -1.636 1.670
H 2.244 -1.710 2.729
O 2.093 -1.800 1.777
H 0.128 0.799 -3.683
H -1.225 0.593 -3.129
O -0.543 0.102 -3.627
H -1.234 3.150 0.427
H -2.362 3.856 -0.404
O -2.116 3.006 0.004
H 1.268 1.749 -1.246
H 2.365 1.379 -2.311
O 1.418 1.511 -2.174
H 2.686 -0.258 1.042
H 3.698 0.577 0.186
O 3.033 0.650 0.886
*
```

These are the natural (NBO) partial charges, in e, on atoms 1 to 4: -0.4645 -0.5047 -0.1211 -0.2117



The following is a quantum chemistry calculation of a 8-piece molecular cluster, C5H26N10O8 overall in a non-equilibrium geometry, from OMol25.

Results
E in eV: -36889.2855
SMILES: NC(N)=O.NC(N)=O.NC(N)=O.NC(N)=O.NC(N)=O.O.O.O
LUMO energy in eV: -0.1948
HOMO-LUMO gap in eV: 9.01

Geometry as ORCA input:
```
! wB97M-V def2-TZVPD RIJCOSX def2/J DEFGRID3
* xyz 0 1
N -3.866 -4.046 -1.263
C -2.787 -3.424 -0.814
N -2.192 -4.051 0.153
O -2.306 -2.394 -1.320
H -4.336 -4.847 -0.866
H -4.391 -3.557 -1.974
H -2.846 -4.635 0.655
H -1.363 -3.650 0.568
N -5.417 3.311 0.927
C -6.280 2.465 1.411
N -6.267 1.400 0.730
O -7.061 2.732 2.315
H -4.917 3.032 0.095
H -5.382 4.313 1.053
H -6.551 0.543 1.184
H -5.864 1.419 -0.196
N 1.352 -2.331 -5.352
C 1.330 -3.473 -5.902
N 0.832 -4.487 -5.190
O 1.820 -3.588 -7.099
H 1.626 -1.597 -5.989
H 1.094 -2.069 -4.411
H 0.411 -4.506 -4.272
H 0.663 -5.284 -5.787
N 1.749 -1.281 5.644
C 2.890 -1.019 4.926
N 3.732 -0.316 5.580
O 3.111 -1.423 3.807
H 1.713 -0.984 6.609
H 1.136 -2.027 5.350
H 3.485 -0.386 6.557
H 4.621 0.036 5.255
N 2.871 5.467 1.913
C 4.066 5.197 1.668
N 4.364 4.154 0.982
O 4.971 6.006 1.976
H 2.227 4.801 1.511
H 2.636 6.197 2.570
H 5.345 3.926 1.057
H 3.649 3.459 0.819
O 5.962 -1.025 -1.805
H 5.193 -1.357 -1.342
H 6.705 -1.420 -1.350
O -3.210 2.706 -3.711
H -3.226 2.771 -4.666
H -2.384 2.263 -3.515
O 0.390 1.375 0.423
H -0.255 0.749 0.093
H 0.959 0.856 0.992
*
```

These are the natural (NBO) partial charges, in e, on atoms 1 to 4: -0.8350 0.7496 -0.8123 -0.6975



The following is a quantum chemistry calculation of a 7-piece molecular cluster, C5H26N3O6 overall in a non-equilibrium geometry, from OMol25.

Results
E in eV: -22360.0883
LUMO energy (alpha / beta) in eV: 0.0996 / -0.0026
HOMO-LUMO gap (alpha / beta) in eV: 2.43 / 9.80

Geometry as ORCA input:
```
! wB97M-V def2-TZVPD RIJCOSX def2/J DEFGRID3
* xyz 0 2
C 2.866 -1.544 -2.467
C 2.522 -0.074 -2.317
C 1.038 0.281 -2.431
C 0.078 -0.545 -1.641
N 0.421 -0.793 -0.220
C -0.486 -1.158 0.695
N -0.045 -1.802 1.768
N -1.797 -0.941 0.519
H 2.297 -2.011 -3.276
H 2.598 -2.176 -1.614
H 3.939 -1.684 -2.589
H 2.936 0.520 -3.137
H 3.039 0.298 -1.432
H 0.924 1.361 -2.315
H 0.723 0.186 -3.478
H 0.022 -1.586 -1.989
H -0.961 -0.232 -1.627
H 1.320 -0.501 0.149
H 0.973 -1.858 1.919
H -0.579 -1.723 2.622
H -2.159 -0.332 -0.204
H -2.391 -1.412 1.191
H -1.734 1.677 2.202
H -0.196 1.558 1.918
O -0.861 1.941 2.504
H -3.909 1.090 -1.716
H -3.185 0.099 -2.611
O -3.410 0.268 -1.687
H 3.109 -0.777 2.124
H 3.396 -2.136 1.481
O 2.668 -1.508 1.641
H -1.939 3.155 -0.162
H -0.623 2.795 0.388
O -1.355 2.390 -0.104
H -3.666 -2.045 2.580
H -2.861 -2.255 3.830
O -2.891 -1.693 3.042
H 0.392 5.097 2.232
H -0.134 3.675 2.434
O -0.081 4.394 1.773
*
```

These are the natural (NBO) partial charges, in e, on atoms 1 to 4: -0.6236 -0.4291 -0.4202 -0.2174